(1)
DFT (ωB97M-V/def2-TZVPD) results for C17H35AlO17P as an isolated structure in a non-equilibrium geometry.

The geometry in XYZ format:
```
71
Properties=species:S:1:pos:R:3:forces:R:3
Al -13.976 -0.058 -16.145 0.007 0.222 0.109
P -11.163 2.415 -18.526 1.070 2.127 -0.067
O -10.532 1.064 -18.002 -0.924 0.831 -0.870
O -11.816 3.077 -17.245 0.987 -0.994 -2.039
O -12.335 1.680 -19.291 1.438 0.218 0.788
O -10.179 3.288 -19.424 -2.906 -2.540 2.486
C -18.216 -2.361 -12.657 1.582 1.647 -0.945
O -17.327 -1.544 -13.362 -0.121 -0.421 0.519
H -17.785 -3.308 -12.332 0.015 -1.086 -0.539
H -18.471 -1.981 -11.668 -0.583 0.772 0.609
H -19.124 -2.430 -13.255 -0.668 -0.787 0.181
C -12.977 -5.995 -10.009 0.503 -0.116 -0.243
C -12.843 -5.064 -11.227 -1.066 0.167 1.265
O -11.465 -4.721 -11.438 0.330 0.311 -1.525
C -11.172 -4.010 -12.580 -1.589 0.018 -1.233
O -11.987 -3.521 -13.375 2.149 -1.173 2.168
O -9.830 -4.032 -12.711 -0.463 0.553 0.610
C -9.206 -3.350 -13.798 0.296 0.355 -0.603
H -12.335 -5.713 -9.174 0.078 0.121 -0.107
H -12.738 -7.018 -10.301 0.238 -0.033 0.070
H -13.996 -6.042 -9.625 -0.108 0.324 -0.255
H -13.391 -4.144 -11.024 -0.014 0.059 -0.212
H -13.352 -5.585 -12.037 0.577 0.348 -0.563
H -8.196 -3.031 -13.538 0.105 -0.752 0.562
H -9.611 -2.382 -14.093 -0.988 -0.359 0.100
H -9.158 -4.041 -14.639 -0.063 0.244 -0.108
C -19.233 3.266 -10.870 0.062 -0.435 0.944
C -18.011 3.010 -11.686 -1.320 -1.875 -0.597
O -17.519 4.235 -12.072 -0.196 2.736 0.647
C -16.543 4.333 -12.912 2.343 -1.705 -1.783
O -15.937 3.344 -13.344 -0.625 2.482 0.350
O -16.326 5.649 -13.204 -1.838 -1.129 1.591
C -15.235 6.038 -13.975 1.107 -1.074 0.120
H -19.616 2.283 -10.596 -0.343 0.017 -0.126
H -19.918 3.776 -11.547 -0.293 0.180 0.588
H -19.044 3.776 -9.925 -0.109 0.412 -0.162
H -18.504 2.554 -12.544 0.949 -0.549 -0.496
H -17.270 2.325 -11.275 0.092 0.260 0.022
H -15.064 7.094 -13.766 -0.367 -0.007 -0.662
H -15.422 5.691 -14.991 0.380 0.712 -0.241
H -14.357 5.520 -13.589 0.246 -0.110 -0.275
C -14.357 0.658 -8.290 -0.406 0.110 0.464
C -13.548 0.406 -9.509 -0.303 -0.888 -1.561
O -12.516 1.389 -9.695 0.965 -0.008 -1.097
C -11.954 1.431 -10.934 -1.404 -1.665 -2.531
O -12.317 0.675 -11.886 1.819 2.793 3.209
O -11.040 2.439 -10.977 0.140 -0.560 0.376
C -10.284 2.697 -12.187 -1.382 -1.486 -1.876
H -13.832 0.878 -7.360 0.459 -0.028 -0.232
H -14.889 -0.277 -8.112 -0.408 0.187 0.050
H -15.052 1.480 -8.462 -0.149 -0.109 0.096
H -14.171 0.321 -10.400 -0.466 1.159 -0.124
H -13.253 -0.637 -9.624 1.405 -0.020 0.897
H -10.950 3.125 -12.936 -0.044 0.858 0.354
H -10.083 1.784 -12.747 0.242 -0.595 0.634
H -9.329 3.222 -12.149 -0.500 0.236 1.188
C -17.144 0.171 -22.178 0.981 0.300 -0.517
C -16.169 -1.013 -22.475 0.339 1.872 1.614
O -16.629 -2.232 -21.948 -1.720 -1.885 0.665
C -16.979 -2.513 -20.632 2.619 0.947 1.037
O -16.492 -2.037 -19.604 -0.911 -0.048 -2.302
O -17.769 -3.560 -20.637 -1.231 -0.527 0.000
C -18.086 -4.250 -19.378 1.225 -0.128 -0.256
H -17.812 -0.106 -21.363 0.179 0.352 0.050
H -17.694 0.681 -22.968 -0.435 -1.087 -0.553
H -16.491 1.014 -21.952 -0.013 -0.046 0.969
H -15.247 -0.787 -21.939 0.119 0.177 0.099
H -15.839 -1.094 -23.511 -0.683 -0.628 -0.042
H -19.077 -4.698 -19.450 0.097 0.455 -0.180
H -17.921 -3.663 -18.474 -0.406 0.487 -0.400
H -17.347 -5.047 -19.301 -0.098 -0.197 -0.107
```
Positions in Å, forces in eV/Å.

Its total energy is -2531.3952 Eh. The value obtained for the HOMO energy is -2.92 eV. The charge is -1. The value obtained for the lowest unoccupied orbital energy is -1.3 eV.

***

(2)
DFT (ωB97M-V/def2-TZVPD) results for a 4-piece molecular cluster, C17H35BClO12 overall in a non-equilibrium geometry.

The geometry in XYZ format:
```
66
Properties=species:S:1:pos:R:3:forces:R:3
C 1.571 3.233 -2.138 -1.088 0.056 0.115
C -0.096 3.354 -2.087 1.415 -0.595 0.155
O -0.498 4.038 -0.849 0.144 0.184 -2.012
C -1.771 4.761 -0.992 -1.038 1.035 1.223
B -3.011 3.839 -1.604 -0.472 0.991 0.761
O -3.616 2.918 -0.580 -2.192 -0.127 -1.080
C -4.959 2.606 -1.163 1.085 -0.927 0.593
C -5.192 3.753 -2.350 3.023 -1.440 1.703
Cl -6.978 4.282 -2.388 1.571 -0.072 -0.061
O -4.161 4.752 -1.934 -3.482 -1.292 -1.595
H 2.002 4.132 -2.793 -0.719 -2.057 1.597
H 1.812 2.179 -2.636 -0.224 2.387 1.083
H 1.947 3.276 -1.017 -0.528 -0.127 -2.463
H -0.391 3.911 -3.079 0.034 -1.165 2.115
H -0.490 2.250 -2.015 0.414 2.187 -0.562
H -1.659 5.811 -1.545 0.131 -2.141 0.848
H -2.112 5.046 0.116 0.942 -0.582 -2.146
H -2.837 3.338 -2.677 0.863 -0.926 -0.493
H -5.833 2.556 -0.370 1.851 0.490 -1.378
H -4.800 1.497 -1.542 -0.820 2.167 0.075
H -4.910 3.165 -3.341 -0.839 1.887 1.613
C 5.477 -0.606 2.278 0.039 0.302 -0.172
C 4.157 -1.203 2.733 0.459 -0.314 -0.256
O 3.279 -0.180 3.218 -0.308 0.518 -0.498
C 2.628 0.535 2.267 0.120 0.392 -0.850
O 2.719 0.373 1.059 -0.129 0.103 1.866
O 1.876 1.477 2.887 0.967 -1.069 -0.282
C 1.197 2.356 1.993 -0.533 0.575 -0.527
H 5.918 0.005 3.072 -0.045 -0.204 0.000
H 6.183 -1.393 2.000 -0.090 0.048 0.058
H 5.337 0.051 1.413 -0.055 -0.198 0.071
H 4.337 -1.889 3.567 -0.248 0.290 0.049
H 3.679 -1.784 1.935 -0.023 0.295 0.069
H 0.612 1.798 1.254 0.235 0.150 0.071
H 1.918 3.013 1.498 -0.168 -0.208 -0.050
H 0.510 2.973 2.579 0.241 -0.264 0.066
C 0.919 -1.982 -1.797 0.270 0.135 -0.170
C -0.398 -2.319 -2.474 0.221 -0.323 0.631
O -0.632 -1.451 -3.589 0.327 -0.256 -1.291
C 0.034 -1.766 -4.728 0.281 -0.208 0.455
O 0.790 -2.714 -4.879 -1.035 1.214 0.060
O -0.266 -0.832 -5.664 0.099 -0.719 0.645
C 0.436 -1.001 -6.894 0.167 0.003 -0.404
H 0.957 -0.920 -1.536 -0.122 -0.167 0.094
H 1.052 -2.577 -0.889 -0.076 0.080 -0.068
H 1.766 -2.176 -2.462 -0.156 -0.092 0.064
H -1.220 -2.159 -1.768 0.029 0.205 -0.367
H -0.438 -3.371 -2.780 0.092 0.245 -0.158
H 0.314 -2.016 -7.286 0.131 0.135 0.195
H 1.496 -0.766 -6.753 -0.124 -0.198 -0.030
H 0.020 -0.299 -7.622 -0.091 -0.022 0.379
C -0.721 -5.895 4.809 0.334 0.055 -0.074
C -1.843 -4.884 4.648 -0.060 -0.545 -0.136
O -1.405 -3.576 5.035 0.289 0.602 -0.581
C -0.670 -2.907 4.113 0.362 0.000 -0.394
O -0.368 -3.315 3.001 -0.477 0.519 1.558
O -0.307 -1.714 4.646 -0.662 -1.276 -0.338
C 0.543 -0.939 3.804 0.250 0.308 -0.136
H -0.309 -5.856 5.822 -0.194 -0.048 -0.061
H -1.081 -6.908 4.609 -0.004 0.109 0.037
H 0.104 -5.682 4.122 -0.211 -0.022 -0.001
H -2.671 -5.151 5.314 0.171 0.355 0.014
H -2.240 -4.879 3.627 0.234 0.149 0.141
H 0.111 -0.817 2.805 0.062 -0.150 0.138
H 1.531 -1.405 3.743 -0.450 0.010 -0.028
H 0.655 0.052 4.253 -0.186 -0.450 0.123
```
Positions in Å, forces in eV/Å.

Its total energy is -2056.6936 Eh. The value obtained for the HOMO energy is -4.66 eV. The charge is -1. The value obtained for the lowest unoccupied orbital energy is 2.2 eV.